Entry from the Open Molecules 2025 dataset: a structure of composition C23H41BrEuIN2O8P (ωB97M-V with the def2-TZVPD basis set).

The geometry in XYZ format:
```
78
Properties=species:S:1:pos:R:3:forces:R:3
Eu -0.8166 -4.8702 2.8616 1.5 0.8 1.4
I 5.4673 -2.6790 -0.5322 -0.1 0.2 0.0
Br 0.6268 1.6267 2.3131 -0.2 -0.3 0.0
P 1.5845 0.0806 3.6015 1.2 0.0 -0.4
O -0.8933 -1.3965 1.1811 -0.1 -0.1 -0.5
O 4.3767 -5.2078 0.4368 -0.1 -0.1 -0.1
O 2.7342 -3.5608 4.8203 -0.1 -0.5 0.3
O 1.8311 -1.5486 1.5811 -0.3 -0.9 0.0
O 1.0247 6.7985 -0.9427 -0.2 0.5 0.1
O 1.1086 -5.6006 -0.4178 -0.4 1.3 -0.1
O 1.2127 -2.6595 3.5763 -0.3 -0.9 -0.4
O 0.5305 -0.1112 4.8095 -0.6 0.0 0.2
N 2.3863 -2.5322 4.4868 0.4 0.7 0.0
N 1.0354 -3.7635 1.0700 -0.6 0.6 0.1
C 0.6872 6.5057 0.3873 -0.1 -0.3 -0.3
C 3.3945 -3.4544 1.6508 -0.7 0.0 0.4
C 4.3125 -4.0349 0.6126 0.4 -0.4 -0.2
C -3.1783 -2.0573 1.8223 -0.2 -0.5 -0.2
C 2.3591 4.3156 -3.0174 0.3 -0.5 0.6
C -2.2990 -1.0560 1.1079 -0.1 0.2 0.0
C 2.2284 6.2209 -1.3619 0.0 -0.2 -0.4
C -2.7225 -0.7694 -0.3131 0.8 0.8 -0.3
C -0.1998 0.8675 -2.8596 -0.2 0.6 0.2
C -4.7212 -3.5131 0.4218 0.1 0.2 0.4
C -3.4311 -3.4394 1.2114 0.3 0.1 0.0
C 0.5545 2.0130 -2.2162 0.5 -0.5 0.1
C 2.0674 1.8854 -2.2413 -0.3 0.0 -0.4
C -2.7966 0.8464 -2.2661 0.4 0.4 0.1
C 2.1297 4.7152 -1.5683 -0.1 0.2 -0.1
C -2.6295 0.7111 -0.7496 -0.4 -0.9 -0.2
C -1.6257 1.3259 -3.1208 -0.2 -0.6 0.0
C -2.2700 -4.0512 0.4344 -1.0 -0.2 -0.1
C -0.4909 -1.4818 2.4868 0.2 -0.9 -0.3
C 2.1613 -2.7873 1.0336 0.7 0.2 -0.1
C 2.6860 2.8367 -3.2423 0.0 0.3 0.3
C 1.0255 -1.5519 2.7051 -0.3 1.8 0.8
C 1.0721 -4.6077 0.1866 0.3 -2.8 -0.3
H -0.8989 -2.4150 2.9674 -0.1 0.1 0.1
H 0.2649 7.3717 0.8623 -0.1 0.5 0.2
H -0.8963 -0.6778 3.0796 -0.3 0.3 0.4
H -1.6292 2.3990 -3.0902 0.0 0.6 0.0
H -3.5469 1.5955 -2.4394 -0.6 0.2 -0.1
H -1.7621 1.2134 -0.3623 0.5 0.2 0.2
H -3.6010 -4.1142 2.0570 -0.1 -0.3 0.4
H -1.8628 1.0605 -4.1352 -0.3 0.0 -0.6
H 1.1177 4.4577 -1.3123 -0.5 -0.3 0.3
H -0.1266 -0.0341 -2.2662 0.0 -0.4 0.3
H 0.2512 2.1389 -1.1947 -0.5 0.2 0.6
H 3.8969 -2.7774 2.3133 0.5 0.6 0.0
H -4.8040 -2.7129 -0.2880 0.0 0.2 -0.5
H -3.1979 -0.0681 -2.6720 -0.2 -0.5 -0.1
H -1.6516 -4.5972 1.1436 0.1 0.1 -1.7
H 2.3721 2.5638 -4.2354 -0.1 -0.2 -0.6
H -2.1612 -1.3521 -1.0209 0.3 -0.6 -0.3
H 2.4761 2.0731 -1.2658 0.3 0.0 0.5
H 0.2520 0.6652 -3.8147 0.4 -0.3 -0.4
H 3.0557 -4.2936 2.2395 0.0 -0.4 0.3
H 0.2033 0.7392 5.1181 -0.1 0.2 0.4
H -2.4285 -0.1320 1.6563 0.1 0.5 0.4
H -2.8593 -2.2032 2.8439 0.1 0.3 0.5
H -1.7017 -3.3951 -0.1915 0.6 0.5 0.0
H 3.7510 2.7340 -3.2003 0.8 -0.2 -0.1
H -3.5188 1.1322 -0.3172 -0.2 0.7 0.5
H 2.3972 -2.6004 0.0017 -0.1 0.4 -0.6
H -0.0561 5.7192 0.4265 -0.3 -0.4 0.0
H 2.4529 6.6781 -2.3084 0.1 0.4 -0.5
H 2.7829 4.1893 -0.8904 0.4 -0.2 0.2
H -2.6742 -4.8162 -0.2029 0.0 -0.6 -0.3
H -4.8187 -4.4652 -0.0570 -0.2 -0.5 -0.4
H -3.7647 -0.9894 -0.4371 -0.5 -0.5 0.0
H -4.1351 -1.5743 1.8949 -0.6 0.3 0.2
H -5.5336 -3.4061 1.1162 -0.6 0.1 0.2
H 3.0383 6.4763 -0.6932 0.3 0.1 0.5
H 1.4753 4.5795 -3.5654 -0.4 0.4 -0.5
H 2.3044 0.8651 -2.5127 0.4 -0.4 0.0
H 0.2787 2.8990 -2.7541 -0.2 0.6 -0.1
H 1.5470 6.1612 0.9404 0.5 0.0 0.4
H 3.1888 4.8979 -3.3830 0.2 0.3 -0.4
```
Forces are in eV/Å.

E_tot ... -5535.0372 Eh
HOMO-LUMO gap (spin up / spin down) ... 4.13 / 4.30 eV
Highest occupied orbital energy (spin up / spin down) ... -12.38 / -12.38 eV
Net charge ... +2
Multiplicity ... 8
LUMO level (spin up / spin down) ... -8.25 / -8.08 eV

Entry from the Open Molecules 2025 dataset: a structure of composition C23H41F3IrNSSbSi4 (ωB97M-V with the def2-TZVPD basis set).

The geometry in XYZ format:
```
75
Properties=species:S:1:pos:R:3:forces:R:3
Ir 0.1775 -0.8122 -0.0194 -1.8 -0.3 -1.1
Sb -0.6762 1.5812 -0.5997 0.4 0.4 0.6
S 2.1116 -1.1297 -1.0321 0.7 -0.2 -0.2
Si 1.0631 2.8122 -2.0448 0.0 -0.1 -0.1
Si -2.7419 1.0281 -2.0181 0.0 -0.1 0.0
Si 0.6990 -0.7310 2.2219 0.3 0.0 0.0
Si -1.4199 3.2612 1.2114 0.0 0.0 0.0
F 4.0696 -4.9784 -2.7335 0.0 0.1 0.0
F 4.4829 -3.4850 -1.2188 0.0 0.0 -0.1
F 3.7486 -2.8757 -3.1613 0.0 -0.1 0.1
N 0.3302 -2.8581 -0.7408 0.5 0.0 0.7
C 2.5368 3.0363 -0.9287 0.0 0.0 0.0
C 0.2536 -5.1829 -1.1641 0.0 0.0 -0.1
C 2.1331 -2.9109 3.3984 0.0 0.0 -0.1
C -2.9631 2.5692 2.0057 0.0 0.0 0.0
C 2.3028 -4.2216 3.8250 0.0 0.0 0.0
C -3.3612 2.6229 -2.7542 0.0 0.0 0.0
C 0.9892 -2.5212 2.6964 0.1 0.0 0.1
C 3.6464 -3.8224 -2.2120 0.0 0.0 0.0
C -1.8151 4.9221 0.4587 0.0 0.0 -0.1
C 0.1860 -4.8086 2.8541 0.0 0.0 0.0
C 1.4341 1.7139 -3.5011 0.0 0.0 0.0
C 1.5812 -2.8005 -1.2338 0.0 0.2 0.1
C 1.3319 -5.1722 3.5501 0.0 0.0 0.0
C -0.7362 -0.1203 3.2606 -0.1 -0.1 0.0
C 0.0299 3.4503 2.3716 0.0 0.0 0.0
C 0.0238 -3.4973 2.4376 -0.1 0.0 0.1
C 1.5434 -5.1289 -1.6757 0.0 -0.1 0.0
C 2.2391 0.2853 2.5075 0.0 0.0 0.1
C -3.9906 0.2595 -0.8652 0.0 0.0 0.0
C -0.3204 -4.0210 -0.6875 0.0 0.1 -0.2
C -2.1883 -0.1935 -3.3136 0.0 0.0 0.0
C 0.3386 4.4342 -2.6021 0.0 0.0 0.0
C 2.2301 -3.9271 -1.7139 0.0 0.1 0.0
H -3.5722 -0.6077 -0.3492 0.0 0.0 0.0
H 2.1743 1.2604 2.0239 0.0 0.0 0.0
H -1.7695 -1.0905 -2.8511 0.0 0.0 0.0
H -2.6689 3.0228 -3.4965 0.0 0.0 0.0
H -2.9177 1.4976 2.1953 0.0 0.0 0.0
H -3.0366 -0.4979 -3.9321 0.0 0.0 0.0
H 0.0753 5.0830 -1.7689 0.0 0.0 0.0
H -2.5496 4.8550 -0.3451 0.0 0.0 0.0
H -1.6642 -0.6616 3.0609 0.0 0.0 0.0
H -1.3200 -4.0008 -0.2762 0.0 0.0 0.0
H -3.1431 3.0713 2.9601 0.0 0.0 0.0
H -3.5251 3.3869 -1.9930 0.0 0.0 0.0
H 3.3512 3.5173 -1.4764 0.0 0.0 0.0
H 0.8493 3.9617 1.8621 0.0 0.0 0.0
H 2.0251 -6.0264 -2.0403 0.0 0.0 0.0
H -0.5487 4.2983 -3.2218 0.0 0.0 0.0
H -0.8877 -3.2235 1.9137 0.0 0.0 0.0
H -2.2367 5.5663 1.2356 0.0 0.0 0.0
H 3.1943 -4.5011 4.3711 0.0 0.0 0.0
H 3.1239 -0.2212 2.1189 0.0 0.0 0.0
H 1.0873 4.9560 -3.2052 0.0 0.0 0.0
H 2.3809 0.4502 3.5799 0.0 0.0 0.0
H -0.2945 -6.1124 -1.1309 0.0 0.0 0.0
H -0.4721 -0.3131 4.3051 0.0 0.0 0.0
H 1.7878 0.7323 -3.1859 0.0 0.0 0.0
H -4.8656 -0.0753 -1.4283 0.0 0.0 0.0
H -1.4288 0.2283 -3.9732 0.0 0.0 0.0
H 2.9083 -2.1856 3.6173 0.0 0.0 0.0
H -3.8247 2.7677 1.3648 0.0 0.0 0.0
H -0.9273 5.4197 0.0705 0.0 0.0 0.0
H -4.3164 2.4417 -3.2545 0.0 0.0 0.0
H -0.9293 0.9434 3.1474 0.0 0.0 0.0
H 0.5529 1.5768 -4.1304 0.0 0.0 0.0
H -4.3318 0.9669 -0.1089 0.0 0.0 0.0
H 2.2121 2.1726 -4.1175 0.0 0.0 0.0
H 1.4634 -6.1936 3.8829 0.0 0.0 0.0
H 2.9019 2.0763 -0.5576 0.0 0.0 0.0
H 0.4115 2.5021 2.7431 0.0 0.0 0.0
H 2.2976 3.6648 -0.0691 0.0 0.0 0.0
H -0.2566 4.0604 3.2323 0.0 0.0 0.0
H -0.5793 -5.5469 2.6484 0.0 0.0 0.0
```
Forces are in eV/Å.

E_tot ... -3156.0514 Eh
HOMO-LUMO gap ... 7.05 eV
ΔE to the lowest compared entry with this formula, charge and spin ... 109.6 kJ/mol
Highest occupied orbital energy ... -10.92 eV
Net charge ... +1
LUMO level ... -3.86 eV

Entry from the Open Molecules 2025 dataset: a structure of composition C23H41FP2W (ωB97M-V with the def2-TZVPD basis set).

The geometry in XYZ format:
```
68
Properties=species:S:1:pos:R:3:forces:R:3
W -0.6449 1.7845 0.2709 -3.0 1.8 -2.3
P 1.4839 1.3439 -0.5958 0.5 0.1 0.4
P 2.1139 -1.4411 -2.2928 0.6 -3.1 -1.2
F -1.8601 3.1996 -0.8565 1.3 -2.2 1.2
C 0.8249 -1.5438 -0.1849 -0.5 2.4 2.1
C 1.7239 0.3251 -2.1748 -0.2 0.2 0.1
C 0.6825 0.4597 3.0827 0.3 -0.3 0.2
C -2.0100 -2.8899 -1.4199 -0.4 -0.5 0.6
C 1.6165 -2.5605 -0.8015 1.0 0.6 -0.6
C -3.9792 1.5060 1.1446 -0.2 -0.2 -0.4
C 0.2459 3.6241 3.0919 0.4 0.1 0.0
C 0.9570 -3.9743 -0.5383 0.2 -0.7 -0.5
C -2.5617 1.6441 1.5769 0.6 0.0 0.5
C -1.1366 -1.7573 -1.8694 -1.0 0.7 -0.8
C -1.6744 0.5802 1.9308 0.2 0.4 0.9
C 3.8998 -1.8035 -2.5697 0.1 0.4 0.1
C 3.1310 1.5970 0.0388 0.9 -0.4 -0.5
C 0.9901 2.9210 -1.3774 0.5 0.0 0.0
C -2.0940 -0.8544 2.0133 -0.1 -0.2 -0.2
C -0.4617 -1.0784 -0.6975 -1.4 0.0 0.8
C -0.4358 1.1650 2.3927 -1.0 0.4 0.5
C -0.3986 -3.9193 0.2698 0.7 -0.3 0.7
C -1.9101 2.8896 1.8911 0.0 -0.5 0.7
C -2.5898 4.2101 1.8830 -0.1 0.7 -0.5
C 1.3658 -2.1209 -3.8288 0.1 0.2 -0.6
C -0.6004 2.6092 2.3836 0.0 0.1 0.6
C -1.6749 -3.8076 -0.4995 -1.5 -0.3 -0.3
H 0.9174 -4.5668 -1.4731 -0.4 0.2 0.5
H -2.9230 -0.9754 2.7126 0.1 0.2 0.2
H 3.2002 2.5423 0.5754 -0.1 0.0 0.0
H 0.7820 -3.0274 -3.6115 0.2 0.3 0.0
H -3.0996 4.4367 2.8300 0.2 -0.4 0.0
H -3.3515 4.2676 1.1016 0.2 -0.1 0.0
H -3.0416 -2.8326 -1.7966 0.5 -0.5 0.0
H 1.0903 -1.1454 0.8008 0.0 -0.2 -0.3
H -4.2641 2.2959 0.4450 0.1 -0.1 0.1
H -0.5596 0.0769 -0.8898 0.3 -1.1 0.0
H 1.3615 2.8301 -2.4062 -0.5 0.4 0.1
H -1.8043 -0.9853 -2.3100 0.3 -0.5 0.1
H -0.5053 -2.0607 -2.6958 0.0 0.0 0.2
H 4.1736 -1.5685 -3.6154 -0.2 -0.1 0.5
H 2.1377 -2.4208 -4.5548 -0.1 0.3 0.4
H 0.7263 -1.3758 -4.3273 0.1 -0.3 0.2
H 4.5771 -1.2376 -1.9220 -0.2 0.0 0.0
H 1.6522 0.9472 2.9249 -0.2 -0.1 0.0
H -1.1643 -1.2877 0.1381 0.6 0.6 -0.7
H -2.4877 -1.2269 1.0605 -0.2 0.0 0.3
H -4.1321 0.5518 0.6304 -0.1 0.1 0.1
H -1.2840 -1.5146 2.3399 -0.1 0.2 0.0
H -0.0997 3.8049 4.1214 -0.1 -0.2 -0.3
H -0.3271 -3.1127 1.0411 0.0 -0.3 -0.7
H 4.0751 -2.8737 -2.3633 -0.2 0.4 -0.2
H 0.7728 0.4047 -2.7227 0.2 0.1 0.1
H 1.7028 -4.4997 0.0911 -0.4 0.3 -0.3
H -4.6630 1.5449 2.0079 0.3 0.0 -0.2
H -2.4523 -4.5706 -0.2105 0.8 1.0 -0.4
H -0.1220 3.0008 -1.3969 0.3 0.6 -0.6
H 3.8229 1.6025 -0.8231 0.0 0.1 0.5
H 2.6315 -2.5965 -0.4007 -0.1 0.0 0.5
H 2.4669 0.8830 -2.7602 0.0 -0.3 -0.1
H 0.5096 0.4430 4.1687 0.0 0.1 -0.2
H -1.8885 5.0300 1.7066 0.0 -0.1 0.0
H 1.2895 3.3112 3.1723 -0.1 0.0 -0.1
H 3.3987 0.7882 0.7224 0.1 0.0 -0.1
H -0.5159 -4.7940 0.9521 0.6 0.2 -0.9
H 0.2213 4.5921 2.5862 0.0 -0.1 0.0
H 1.4180 3.7984 -0.8838 0.0 -0.2 -0.2
H 0.7554 -0.5877 2.7714 0.1 0.2 0.0
```
Forces are in eV/Å.

E_tot ... -1749.9125 Eh
HOMO-LUMO gap (spin up / spin down) ... 7.26 / 6.61 eV
Highest occupied orbital energy (spin up / spin down) ... -13.72 / -13.55 eV
Net charge ... +2
Multiplicity ... 3
LUMO level (spin up / spin down) ... -6.47 / -6.94 eV